[1]
The following is a DFT calculation (ωB97M-V with the def2-TZVPD basis set) of a molecular structure, C42H61Cl2N4O2P2Ru.

ORCA input file:
```
! wB97M-V def2-TZVPD RIJCOSX def2/J DEFGRID3
* xyz 2 2
Ru -0.358 -0.144 0.397
C 0.250 2.593 4.727
C -0.424 1.509 3.881
C -1.851 1.965 3.595
P 0.484 0.988 2.343
C 1.540 2.380 1.722
C 2.172 1.866 0.423
C 2.642 2.938 2.622
C 1.715 -0.204 2.889
C 2.467 -0.097 4.053
C 3.393 -1.069 4.389
C 3.541 -2.171 3.560
C 2.773 -2.311 2.418
C 1.858 -1.316 2.055
N 0.962 -1.429 0.954
C 0.806 -2.743 0.408
C 1.827 -3.521 -0.126
C 1.539 -4.814 -0.541
C 0.260 -5.339 -0.400
C -0.764 -4.542 0.089
C -0.498 -3.228 0.454
P -1.689 -1.959 0.958
C -2.101 -2.464 2.687
C -3.246 -1.681 3.327
C -0.870 -2.492 3.585
C -3.252 -2.418 0.044
C -3.107 -2.957 -1.386
C -4.334 -1.336 0.029
H -0.327 2.712 5.645
H 0.236 3.552 4.209
H 1.274 2.375 5.013
H -0.459 0.583 4.464
H -1.851 2.888 3.009
H -2.353 2.189 4.537
H -2.437 1.224 3.064
H 0.847 3.188 1.486
H 3.006 1.202 0.654
H 2.567 2.698 -0.163
H 1.501 1.309 -0.246
H 3.261 2.150 3.050
H 2.275 3.575 3.420
H 3.299 3.548 1.998
H 2.319 0.738 4.721
H 3.980 -0.977 5.292
H 4.246 -2.950 3.816
H 2.887 -3.215 1.847
H 2.829 -3.127 -0.230
H 2.326 -5.421 -0.967
H 0.060 -6.362 -0.689
H -1.765 -4.947 0.173
H -2.436 -3.496 2.531
H -3.043 -0.611 3.346
H -3.366 -2.009 4.360
H -4.198 -1.845 2.826
H -0.473 -1.490 3.750
H -0.072 -3.116 3.182
H -1.150 -2.898 4.558
H -3.615 -3.228 0.687
H -3.178 -2.151 -2.116
H -3.939 -3.636 -1.581
H -2.190 -3.504 -1.579
H -4.099 -0.577 -0.715
H -4.495 -0.853 0.991
H -5.280 -1.793 -0.267
Cl -0.834 2.872 -0.436
C -2.505 3.125 0.095
Cl -3.202 1.567 0.548
H -3.071 3.534 -0.734
H -2.513 3.793 0.948
C -5.206 -5.248 -5.098
C -4.739 -3.852 -5.405
C -4.067 -3.553 -6.585
C -3.644 -2.264 -6.867
C -3.890 -1.234 -5.969
N -3.448 0.071 -6.318
C -3.279 1.168 -5.521
O -3.433 2.302 -5.905
N -2.900 0.945 -4.181
C -1.989 0.036 -3.663
C -1.280 -0.910 -4.406
C -0.407 -1.744 -3.738
C -0.225 -1.622 -2.374
N -0.877 -0.705 -1.652
C -1.740 0.091 -2.296
C -4.580 -1.507 -4.794
C -4.990 -2.804 -4.525
H -4.887 -5.950 -5.867
H -6.294 -5.291 -5.038
H -4.812 -5.595 -4.142
H -3.874 -4.340 -7.304
H -3.124 -2.055 -7.795
H -3.520 0.320 -7.294
H -3.034 1.790 -3.646
H -1.396 -0.977 -5.476
H 0.154 -2.493 -4.280
H 0.454 -2.275 -1.854
H -2.268 0.821 -1.700
H -4.838 -0.708 -4.112
H -5.551 -2.997 -3.617
C 4.277 -0.316 -1.714
C 2.967 -0.722 -2.362
O 1.982 0.308 -2.331
C 2.057 1.133 -3.494
C 1.136 2.316 -3.334
H 5.026 -1.095 -1.866
H 4.157 -0.167 -0.640
H 4.669 0.604 -2.147
H 2.538 -1.580 -1.842
H 3.136 -1.030 -3.400
H 1.776 0.537 -4.371
H 3.088 1.471 -3.643
H 1.136 2.915 -4.245
H 1.458 2.959 -2.513
H 0.112 1.988 -3.149
*
```

Properties
Molecular weight = 887.90 g/mol
LUMO energy (spin up / spin down) = -5.813 / -6.993 eV
Energy above the lowest of the compared OMol25 structures with the same formula, charge and spin = 46.6 kJ/mol
<S²> = 0.7772
Orbital gap (spin up / spin down) = 0.24588 / 0.20251 Eh
Max |F| = 0.81 eV/Å

***

[2]
The following is a DFT calculation (ωB97M-V with the def2-TZVPD basis set) of a molecular structure, C42H61F5N4O4PS2SeSiTc.

ORCA input file:
```
! wB97M-V def2-TZVPD RIJCOSX def2/J DEFGRID3
* xyz 1 4
Tc 0.120 -0.306 -0.127
C 2.716 0.987 4.894
C 1.434 0.171 4.961
N 0.272 0.866 4.385
C -0.515 1.723 5.296
C -0.174 3.200 5.172
C -0.047 0.804 3.091
S 1.034 -0.127 2.090
N -1.150 1.491 2.754
C -1.704 1.572 1.563
O -1.362 0.979 0.485
C -2.887 2.470 1.455
C -3.254 3.275 2.532
C -4.342 4.126 2.430
C -5.073 4.173 1.251
C -4.717 3.367 0.178
C -3.627 2.516 0.273
H 3.546 0.400 5.290
H 2.639 1.900 5.484
H 2.952 1.258 3.864
H 1.176 -0.054 5.994
H 1.556 -0.780 4.448
H -0.305 1.366 6.302
H -1.570 1.555 5.095
H 0.876 3.389 5.394
H -0.774 3.775 5.879
H -0.387 3.562 4.166
H -2.677 3.227 3.445
H -4.620 4.752 3.268
H -5.925 4.838 1.170
H -5.297 3.407 -0.735
H -3.350 1.879 -0.560
C -3.323 -2.813 -6.165
C -2.727 -2.559 -4.792
C -1.548 -3.490 -4.538
C -3.790 -2.704 -3.708
O -2.241 -1.196 -4.830
Si -1.996 -0.004 -3.769
S -0.798 -0.784 -2.172
O -1.256 1.225 -4.511
C -0.441 1.321 -5.714
C 0.629 0.239 -5.710
C -1.348 1.198 -6.928
C 0.200 2.696 -5.653
O -3.339 0.499 -2.998
C -4.495 1.208 -3.512
C -4.812 0.776 -4.937
C -5.639 0.841 -2.581
C -4.191 2.699 -3.459
H -3.702 -3.835 -6.233
H -2.563 -2.674 -6.936
H -4.147 -2.123 -6.357
H -1.888 -4.528 -4.515
H -1.067 -3.257 -3.588
H -0.808 -3.390 -5.334
H -4.109 -3.746 -3.634
H -4.667 -2.094 -3.934
H -3.399 -2.390 -2.736
H 0.178 -0.755 -5.685
H 1.287 0.351 -4.848
H 1.233 0.314 -6.617
H -1.829 0.219 -6.953
H -0.767 1.319 -7.845
H -2.117 1.974 -6.909
H 0.808 2.788 -4.751
H -0.565 3.476 -5.642
H 0.843 2.853 -6.521
H -5.028 -0.294 -4.983
H -3.982 0.992 -5.613
H -5.689 1.316 -5.298
H -5.816 -0.236 -2.612
H -6.558 1.352 -2.874
H -5.396 1.120 -1.555
H -3.318 2.931 -4.072
H -3.989 3.007 -2.431
H -5.042 3.276 -3.829
C -4.314 -2.392 0.269
C -3.167 -1.383 0.285
P -1.495 -2.076 0.598
C -1.496 -3.646 -0.335
C -0.158 -4.300 -0.659
C -1.630 -2.501 2.371
C -0.548 -3.357 3.019
H -5.249 -1.865 0.077
H -4.428 -2.914 1.220
H -4.197 -3.138 -0.517
H -3.336 -0.636 1.064
H -3.117 -0.842 -0.660
H -2.017 -3.413 -1.266
H -2.142 -4.325 0.229
H 0.450 -3.649 -1.287
H -0.334 -5.223 -1.213
H 0.414 -4.551 0.234
H -2.595 -3.007 2.448
H -1.742 -1.547 2.895
H -0.380 -4.285 2.472
H -0.860 -3.625 4.029
H 0.399 -2.826 3.083
Se 2.918 1.757 -0.131
N 1.200 1.527 -0.621
C 0.793 2.636 -1.228
C -0.516 2.895 -1.741
C -0.757 4.112 -2.279
C 0.248 5.136 -2.375
C 1.502 4.929 -1.923
C 1.808 3.664 -1.321
N 2.985 3.371 -0.808
H -1.279 2.134 -1.691
H -1.744 4.325 -2.669
H -0.016 6.083 -2.828
H 2.281 5.677 -1.985
F 2.257 -0.140 -2.595
C 2.604 -1.140 -1.779
C 1.870 -1.421 -0.627
C 2.382 -2.470 0.124
F 1.746 -2.885 1.233
C 3.509 -3.194 -0.215
F 3.925 -4.199 0.548
C 4.196 -2.872 -1.368
F 5.276 -3.547 -1.714
C 3.737 -1.835 -2.157
F 4.394 -1.509 -3.264
*
```

Properties
Molecular weight = 1081.12 g/mol
LUMO energy (spin up / spin down) = -3.443 / -4.221 eV
<S²> = 3.7876
Orbital gap (spin up / spin down) = 0.27865 / 0.25338 Eh
Max |F| = 0.68 eV/Å

***

[3]
The following is a DFT calculation (ωB97M-V with the def2-TZVPD basis set) of a molecular structure, C42H62FN3O13P2Pb in a non-equilibrium geometry.

ORCA input file:
```
! wB97M-V def2-TZVPD RIJCOSX def2/J DEFGRID3
* xyz 2 1
Pb -0.599 -1.461 -1.535
F -2.585 -0.868 5.045
C -1.286 -0.906 4.661
C -1.011 -1.145 3.350
C 0.317 -1.221 2.916
C 0.604 -1.501 1.514
O -0.351 -1.827 0.762
C 1.965 -1.411 1.120
C 2.912 -1.224 2.092
N 2.660 -1.084 3.403
C 3.760 -0.906 4.334
C 4.979 -1.756 4.183
C 4.041 -1.991 5.329
C 1.343 -1.032 3.847
C 1.036 -0.785 5.189
C -0.278 -0.730 5.627
N -0.531 -0.477 6.991
C 0.121 -1.298 7.993
C -0.765 -2.470 8.398
N -2.063 -1.924 8.936
C -2.757 -1.032 7.934
C -1.790 0.055 7.481
C 2.489 -1.482 -0.301
O 3.689 -1.600 -0.466
O 1.634 -1.334 -1.266
H -1.815 -1.281 2.639
H 3.952 -1.198 1.794
H 3.892 0.122 4.648
H 5.934 -1.290 4.376
H 4.992 -2.499 3.398
H 4.349 -1.708 6.326
H 3.425 -2.880 5.278
H 1.833 -0.597 5.893
H 0.336 -0.682 8.873
H 1.067 -1.687 7.626
H -0.307 -3.089 9.168
H -1.009 -3.089 7.535
H -1.868 -1.386 9.784
H -2.683 -2.688 9.208
H -3.641 -0.611 8.412
H -3.067 -1.660 7.103
H -1.564 0.710 8.331
H -2.271 0.667 6.726
C 4.040 -0.609 -5.325
C 2.847 -0.673 -6.258
C 2.631 0.593 -7.059
O 1.648 -1.061 -5.501
P 0.669 -0.233 -4.624
O -0.164 -1.194 -3.830
C 1.572 0.898 -3.571
P 0.471 1.759 -2.442
O -0.183 0.767 -1.525
O 1.313 2.870 -1.739
C 2.598 2.734 -1.052
C 2.420 1.923 0.210
C 3.079 4.142 -0.791
O -0.613 2.529 -3.229
C -0.613 3.851 -3.873
C -0.820 4.931 -2.836
C 0.616 4.047 -4.734
O -0.180 0.724 -5.519
C -1.397 0.237 -6.210
C -2.599 0.614 -5.377
C -1.396 0.838 -7.594
H 4.957 -0.703 -5.905
H 4.008 -1.422 -4.601
H 4.082 0.340 -4.786
H 2.973 -1.508 -6.943
H 2.528 1.470 -6.415
H 1.743 0.521 -7.684
H 3.494 0.753 -7.706
H 2.142 1.601 -4.178
H 2.236 0.286 -2.946
H 3.288 2.230 -1.734
H 1.740 2.439 0.892
H 3.386 1.785 0.696
H 2.000 0.947 -0.018
H 2.350 4.678 -0.182
H 3.225 4.690 -1.722
H 4.028 4.111 -0.256
H -1.492 3.796 -4.513
H 0.045 5.018 -2.180
H -1.701 4.717 -2.231
H -0.972 5.885 -3.343
H 1.520 4.124 -4.125
H 0.512 4.977 -5.293
H 0.720 3.232 -5.453
H -1.327 -0.851 -6.283
H -2.699 1.699 -5.319
H -2.521 0.220 -4.363
H -3.499 0.205 -5.835
H -1.433 1.927 -7.540
H -2.273 0.488 -8.138
H -0.510 0.544 -8.154
O -4.714 -0.414 -0.971
C -3.572 -0.221 -0.638
O -2.568 -0.828 -1.272
C -3.275 0.687 0.531
C -2.007 1.135 0.862
C -1.784 1.973 1.964
C -2.882 2.323 2.704
O -2.933 3.107 3.824
C -4.326 3.244 4.142
O -5.060 2.398 3.264
C -4.153 1.892 2.370
C -4.389 1.083 1.295
H -1.170 0.869 0.241
H -0.795 2.336 2.215
H -4.632 4.282 4.002
H -4.494 2.931 5.173
H -5.381 0.753 1.019
C -1.643 -3.986 -4.114
C -1.793 -4.218 -2.618
C -1.837 -5.734 -2.321
C -0.656 -3.696 -1.778
H -2.520 -4.368 -4.636
H -0.763 -4.508 -4.497
H -1.534 -2.930 -4.348
H -2.739 -3.802 -2.264
H -0.907 -6.218 -2.625
H -2.654 -6.178 -2.892
H -2.009 -5.934 -1.263
H 0.354 -3.766 -2.176
H -0.744 -3.845 -0.704
*
```

Properties
Molecular weight = 1105.11 g/mol
LUMO energy = -4.717 eV
Energy above the lowest of the compared OMol25 structures with the same formula, charge and spin = 40.1 kJ/mol
Orbital gap = 0.25491 Eh
Max |F| = 1.26 eV/Å